(w)
Formula: C17H24N2O3
Source: OMol25
Level of theory: wB97M-V/def2-TZVPD

Each line ends with the Löwdin charge.
Positions of all 46 atoms, in Å:
C 5.40989 1.57983 -0.04950  -0.106
C 4.43696 0.42370 0.13439  -0.223
C 2.98919 0.90146 0.06272  -0.170
O 2.08240 -0.19881 0.09966  -0.017
C 1.77875 -0.69474 1.29943  -0.493
O 2.15814 -0.21998 2.33876  0.111
C 0.92003 -1.93608 1.21111  -0.018
C 0.08124 -2.02546 -0.07175  -0.207
C 1.00295 -2.33438 -1.25484  -0.461
O 2.03724 -2.95583 -1.12055  0.066
N 0.53704 -1.97941 -2.46835  0.086
C -0.62659 -1.14683 -2.64710  -0.144
C -0.66438 -0.16841 -1.46872  -0.142
N -0.77813 -0.85540 -0.20363  -0.122
C -2.14779 -1.11432 0.22150  -0.135
C -2.95035 0.15513 0.32800  -0.191
C -4.03503 0.35490 -0.51561  -0.051
C -4.79434 1.50938 -0.44537  -0.089
C -4.46532 2.48459 0.47794  -0.086
C -3.38570 2.29369 1.32185  -0.043
C -2.61750 1.13837 1.26443  -0.217
C -1.46411 0.95240 2.19817  -0.025
H 6.43396 1.22188 0.01275  0.071
H 5.26005 2.33017 0.72322  0.075
H 5.26826 2.05146 -1.01960  0.071
H 4.59885 -0.04847 1.10477  0.113
H 4.59290 -0.33085 -0.63922  0.118
H 2.76922 1.57627 0.89706  0.131
H 2.79355 1.40875 -0.88540  0.130
H 0.29188 -1.97549 2.10055  0.127
H 1.60559 -2.78811 1.22910  0.134
H -0.54079 -2.93449 0.00701  0.165
H 1.12360 -2.20200 -3.25835  0.150
H -1.53899 -1.75806 -2.65866  0.117
H -0.55576 -0.61533 -3.59739  0.123
H 0.27345 0.39571 -1.46343  0.120
H -1.49576 0.53042 -1.56566  0.123
H -2.09430 -1.58582 1.20735  0.130
H -2.66518 -1.81441 -0.45877  0.123
H -4.29202 -0.40831 -1.23789  0.109
H -5.63549 1.64508 -1.10879  0.100
H -5.04836 3.39143 0.54250  0.101
H -3.13344 3.05715 2.04397  0.109
H -1.66602 0.13669 2.89223  0.092
H -0.56460 0.69763 1.64370  0.065
H -1.28515 1.85489 2.77639  0.081

Highest occupied orbital energy = -0.3188 Ha
SMILES = CCCOC(=O)C[C@@H]1C(=O)NCCN1Cc1ccccc1C
HOMO-LUMO gap = 9.4 eV
E_LUMO = 0.7 eV
Spin multiplicity = 1



(x)
Formula: C17H24N2O3
Source: OMol25
Level of theory: wB97M-V/def2-TZVPD

Each line ends with the Löwdin charge.
Positions of all 46 atoms, in Å:
C -2.87404 -2.59803 -1.04950  -0.006
C -3.42138 -1.80375 -0.03532  -0.681
O -3.79865 -2.21313 0.97829  0.101
N -3.64930 -0.49464 -0.28466  -0.028
C -3.18114 0.04212 -1.58778  -0.042
H -3.92201 -0.04882 -2.24361  0.086
C -3.18447 1.59716 -1.01318  -0.133
H -2.42710 2.17808 -2.02779  0.196
H -4.11780 2.23316 -1.40239  0.153
C -2.55041 1.95392 0.23383  -0.399
C -1.23073 1.64285 0.40119  -0.362
O -0.32056 2.16712 -0.13331  0.122
N -1.01524 0.06137 0.87148  0.076
H -1.82569 -0.22765 1.23690  0.023
C 0.25682 -0.36223 1.04924  -0.303
H 0.88913 0.41804 1.58974  0.144
C 0.82953 -1.17743 -0.05407  -0.339
O 2.07673 -1.52404 0.11345  -0.088
C 3.25067 -0.46053 -0.08714  -0.162
C 4.38457 -1.07405 0.27054  -0.020
C 5.50461 -0.34080 0.01613  -0.222
C 5.29483 1.12539 0.03427  -0.068
C 4.15412 1.69497 -0.24025  -0.066
C 2.95413 0.84644 -0.07565  -0.003
H 2.05566 1.44054 -0.62619  0.161
H 4.14001 2.66409 -0.48097  0.068
H 6.30269 1.47199 -0.16117  0.107
C 6.94853 -0.77363 0.26952  -0.030
H 6.76998 -2.05039 0.52837  0.163
H 7.58474 -0.74982 -0.48019  0.005
H 7.39532 -0.40631 1.13919  0.052
H 4.45069 -2.20977 0.19921  0.156
H 0.73128 -0.27519 -0.92580  0.161
H 0.18590 -2.04200 -0.34534  0.130
H 0.18083 -1.14660 1.98578  0.173
H -2.43216 3.28513 0.39160  0.260
C -3.58316 1.48615 1.09310  -0.257
C -4.46487 0.37188 0.93615  -0.063
H -5.34155 0.81677 0.15389  0.169
H -4.95117 -0.18325 1.54783  0.036
H -3.02096 1.06658 2.32947  0.205
H -4.41548 2.36512 1.79608  0.216
H -2.31424 -0.21514 -1.65282  0.009
H -3.01404 -3.78924 -0.83094  0.171
H -1.98983 -2.24680 -1.34037  0.018
H -3.29481 -2.51564 -2.08681  0.112

Highest occupied orbital energy = -0.3119 Ha
HOMO-LUMO gap = 8.8 eV
E_LUMO = 0.3 eV
Spin multiplicity = 1



(y)
Formula: C17H24N2O3
Source: OMol25
Level of theory: wB97M-V/def2-TZVPD

Each line ends with the Löwdin charge.
Positions of all 46 atoms, in Å:
C -1.41089 -2.42540 3.71391  -0.114
O -1.47111 -2.28631 2.32052  -0.202
C -1.30894 -0.94585 1.90144  -0.198
C -1.30982 -0.85872 0.36773  -0.143
N -0.16649 -1.42040 -0.32150  -0.173
C -0.17447 -2.87439 -0.38107  -0.153
C -0.56803 -3.35017 -1.78243  -0.222
O -1.91563 -3.01904 -2.02880  -0.193
C -2.34879 -3.40159 -3.30478  -0.121
C 1.12385 -0.85907 0.06070  -0.133
C 1.15030 0.64153 -0.05797  -0.096
C 0.94850 1.25542 -1.25518  -0.223
C 0.68429 0.49299 -2.51213  0.005
N 0.97989 2.61258 -1.36183  0.123
C 1.21570 3.43385 -0.29230  -0.180
C 1.24963 4.82263 -0.44878  -0.022
C 1.48661 5.63111 0.63929  -0.081
C 1.69182 5.07570 1.90054  -0.080
C 1.65795 3.70995 2.06120  -0.005
C 1.42203 2.86680 0.97275  -0.068
C 1.38368 1.40844 1.15557  -0.331
O 1.53292 0.88917 2.25894  0.031
H -1.52247 -3.48647 3.92994  0.087
H -0.45078 -2.06838 4.10717  0.092
H -2.21799 -1.86547 4.20450  0.087
H -0.37682 -0.53364 2.31036  0.103
H -2.14170 -0.33472 2.28712  0.128
H -2.19190 -1.37075 -0.02001  0.124
H -1.37655 0.20160 0.10424  0.122
H 0.81686 -3.27444 -0.15294  0.125
H -0.88264 -3.28691 0.34001  0.117
H 0.07759 -2.87265 -2.53693  0.119
H -0.43007 -4.44144 -1.85569  0.123
H -3.39191 -3.10242 -3.38618  0.087
H -1.76423 -2.90563 -4.09162  0.087
H -2.26923 -4.48769 -3.44613  0.087
H 1.87163 -1.28687 -0.61649  0.130
H 1.41058 -1.11701 1.09083  0.125
H -0.00549 -0.31981 -2.29400  0.072
H 0.26709 1.13648 -3.28398  0.081
H 1.61112 0.05755 -2.88595  0.098
H 0.82244 3.03684 -2.26562  0.154
H 1.08942 5.25039 -1.42885  0.109
H 1.51326 6.70334 0.51321  0.104
H 1.87646 5.72017 2.74630  0.101
H 1.81235 3.24870 3.02488  0.119

Highest occupied orbital energy = -0.2927 Ha
SMILES = COCCN(CCOC)Cc1c(C)[nH]c2ccccc2c1=O
HOMO-LUMO gap = 8.6 eV
E_LUMO = 0.6 eV
Spin multiplicity = 1



Energetically preferred structure: (w) | next structure: +38.2 kcal/mol



(w)
Formula: C3H9ClNPS
Source: OMol25
Level of theory: wB97M-V/def2-TZVPD

Each line ends with the Löwdin charge.
Positions of all 16 atoms, in Å:
C 0.40752 0.63509 1.99483  -0.186
N 0.59344 0.44987 0.53855  -0.302
C 0.50827 1.50547 -0.48880  -0.142
P -0.75095 -1.05627 0.05246  0.000
C -0.22340 -1.44399 -1.62605  -0.347
S -0.90600 -2.57652 1.24066  0.209
Cl -2.43467 -0.13520 -0.54336  0.308
H 0.20791 -0.33011 2.40838  -0.002
H 1.48729 0.85607 2.26096  0.089
H -0.18831 1.60122 2.25206  0.105
H 0.34592 1.07141 -1.38438  0.009
H -0.30190 2.16839 -0.14130  0.085
H 1.35865 2.04996 -0.58568  0.048
H -0.50570 -2.51212 -1.86130  0.072
H -0.39854 -0.64547 -2.33694  0.025
H 0.80047 -1.63781 -1.78010  0.028

Highest occupied orbital energy = -0.3265 Ha
SMILES = CN(C)[P@@](C)(=S)Cl
HOMO-LUMO gap = 9.3 eV
E_LUMO = 0.4 eV
Spin multiplicity = 1



(x)
Formula: C3H9ClNPS
Source: OMol25
Level of theory: wB97M-V/def2-TZVPD

Each line ends with the Löwdin charge.
Positions of all 16 atoms, in Å:
C 0.33714 -2.11450 -1.72772  -0.172
C -0.23814 2.01816 1.47266  -0.251
C -0.11140 -1.18409 -0.61492  -0.496
N -0.67333 1.01197 0.68148  -0.333
P 0.12772 0.66442 -0.80759  0.506
S 2.18888 1.13236 2.45996  0.066
Cl -1.41538 0.91020 -1.98998  0.278
H 0.20810 -3.16366 -1.38317  0.078
H -0.15416 -1.98131 -2.73413  0.081
H 1.38608 -2.03768 -1.97958  0.059
H -0.84894 2.09442 2.30501  0.080
H 0.96204 1.95503 1.93250  -0.284
H 0.01479 3.01674 1.02998  0.124
H 0.36874 -1.38194 0.42244  0.099
H -1.17403 -1.17952 -0.38425  0.038
H -0.97811 0.23939 1.31732  0.127

Highest occupied orbital energy = -0.3083 Ha
HOMO-LUMO gap = 6.9 eV
E_LUMO = -1.5 eV
Spin multiplicity = 1



Energetically preferred structure: (w) | next structure: +42.3 kcal/mol